{
  "formula": "C4H7INO",
  "method": "ωB97M-V with the def2-TZVPD basis set",
  "species": ["C", "C", "C", "C", "N", "O", "I", "H", "H", "H", "H", "H", "H", "H"],
  "xyz": [[-0.27, 0.92, 0.88], [-1.44, 0.89, -0.10], [-0.63, -1.10, -0.02], [1.46, -0.08, -0.65], [0.53, -0.28, 0.48], [-1.46, -0.27, -0.68], [-2.78, 2.39, -0.30], [-0.03, 1.73, 1.50], [-0.33, -1.94, -0.74], [-1.06, -1.61, 0.93], [0.85, -0.11, -1.49], [1.88, 0.94, -0.58], [2.28, -0.73, -0.52], [1.00, -0.74, 1.29]],
  "max_force_ev_per_a": 8.1,
  "charge": 1,
  "lumo_ev": -3.7,
  "orbital_gap_ev": 9.32,
  "e_homo_ev": -13.0
}

{
  "formula": "C4H7INO",
  "method": "ωB97M-V with the def2-TZVPD basis set",
  "species": ["C", "C", "C", "C", "N", "O", "I", "H", "H", "H", "H", "H", "H", "H"],
  "xyz": [[1.02, -1.96, 0.18], [1.56, -0.81, 0.11], [-0.69, 1.31, 1.01], [-0.79, 0.90, -1.35], [-0.32, 0.60, -0.19], [-0.15, -2.49, -0.11], [3.10, 0.48, 0.01], [1.47, -2.79, 0.77], [-1.64, 1.81, 0.62], [0.05, 1.90, 1.34], [-1.02, 0.79, 1.89], [-1.56, 1.55, -1.36], [-0.67, -1.90, -0.67], [-0.36, 0.60, -2.24]],
  "max_force_ev_per_a": 5.2,
  "charge": 1,
  "lumo_ev": -5.8,
  "orbital_gap_ev": 7.88,
  "e_homo_ev": -13.7
}

{
  "formula": "C4H7InO",
  "method": "ωB97M-V with the def2-TZVPD basis set",
  "species": ["C", "C", "C", "O", "In", "H", "H", "H", "H", "C", "H", "H", "H"],
  "xyz": [[-1.02, 0.99, 0.20], [-0.55, -0.19, -0.67], [0.30, -1.26, -0.09], [1.63, -0.96, 0.05], [1.87, 0.11, -1.40], [-0.56, 1.18, 1.18], [-0.46, -0.01, -1.75], [-1.37, 1.85, -0.37], [0.15, -2.23, -0.58], [-1.95, -0.21, 0.26], [-2.18, -0.53, 1.28], [-2.87, -0.12, -0.33], [-0.62, -1.46, 0.86]],
  "max_force_ev_per_a": 6.4,
  "charge": 2,
  "lumo_ev": [-13.7, -13.2],
  "orbital_gap_ev": [6.47, 7.25],
  "e_homo_ev": [-20.1, -20.5]
}

{
  "formula": "C4H7LaO3",
  "method": "ωB97M-V with the def2-TZVPD basis set",
  "species": ["O", "C", "O", "La", "O", "C", "H", "H", "H", "C", "H", "H", "C", "H", "H"],
  "xyz": [[-0.62, -0.60, 0.10], [-0.10, 0.54, 0.20], [1.13, 0.82, -0.03], [4.45, 0.97, -0.06], [-0.88, 1.58, 0.20], [-2.27, 1.39, 0.49], [-2.39, 0.85, 1.43], [-2.69, 2.40, 0.57], [-2.75, 0.85, -0.33], [0.10, -1.91, -0.09], [0.47, -2.15, 0.92], [-0.68, -2.48, -0.62], [2.07, -0.42, -0.63], [1.81, -0.39, -1.70], [2.34, -1.47, -0.45]],
  "max_force_ev_per_a": 4.3,
  "charge": 2,
  "lumo_ev": [-8.9, -8.7],
  "orbital_gap_ev": [6.56, 5.80],
  "e_homo_ev": [-15.4, -14.5]
}

{
  "formula": "C4H7LiMnO2",
  "method": "ωB97M-V with the def2-TZVPD basis set",
  "species": ["O", "C", "C", "Li", "Mn", "H", "H", "H", "C", "C", "O", "H", "H", "H", "H"],
  "xyz": [[-1.05, 1.70, -0.55], [-2.15, 1.11, -0.71], [-2.19, -0.28, -0.29], [-2.96, 2.20, 1.04], [0.75, 0.33, -0.05], [-2.94, 1.47, -1.36], [-2.10, -0.43, 0.77], [-2.91, -0.89, -0.80], [1.63, -1.66, 0.20], [0.12, -1.58, 0.13], [2.41, -0.61, 0.53], [2.20, -2.54, -0.09], [-0.06, -1.63, 1.19], [-0.72, -2.24, -0.11], [2.16, 0.02, 1.20]],
  "max_force_ev_per_a": 6.8,
  "charge": 2,
  "lumo_ev": [-9.7, -9.9],
  "multiplicity": 6,
  "orbital_gap_ev": [5.90, 5.96],
  "s2": 8.909,
  "e_homo_ev": [-15.6, -15.8]
}

{
  "formula": "C4H7N",
  "method": "ωB97M-V with the def2-TZVPD basis set",
  "species": ["C", "C", "C", "C", "N", "H", "H", "H", "H", "H", "H", "H"],
  "xyz": [[1.06, 0.08, -0.18], [2.35, -0.45, -0.06], [-0.81, 0.56, -0.52], [-1.76, -0.43, 0.07], [0.29, 1.12, 0.26], [3.01, -0.03, 0.67], [2.65, -1.30, -0.64], [-0.98, 1.02, -1.47], [-2.56, 0.09, 0.60], [-1.25, -1.09, 0.77], [-2.21, -1.04, -0.71], [0.20, 1.47, 1.21]],
  "max_force_ev_per_a": 4.7,
  "lumo_ev": 0.8,
  "orbital_gap_ev": 8.84,
  "e_homo_ev": -8.1
}